Density functional theory data (the ωB97M-V functional and the def2-TZVPD basis) for a 2-piece molecular cluster, CH5N2S overall at a distorted geometry.

As for the energy relative to the best compared isomer or geometry (same formula, charge and spin): 364.4 kJ/mol. The value obtained for the HOMO energy is -14.79 eV. The charge is +1. The spin multiplicity is 1.

Cartesian coordinates (Å):
1 C 0.757 1.337 -0.721
2 N 1.904 1.344 -0.047
3 N -0.639 -0.938 -0.177
4 S 1.753 0.615 -1.794
5 H -0.232 1.809 -0.539
6 H 2.494 1.923 0.458
7 H -0.629 -1.352 -1.041
8 H -1.727 -0.787 0.019
9 H -0.363 -1.497 0.615

Results of the Löwdin charge analysis, in e, for atoms 1 through 8: -0.458, -0.033, 0.029, 1.082, 0.137, 0.105, -0.019, 0.118

=====

Density functional theory data (the ωB97M-V functional and the def2-TZVPD basis) for an isolated ion of composition CH5N2S and charge +1 at a distorted geometry.

As for the energy relative to the best compared isomer or geometry (same formula, charge and spin): 155.3 kJ/mol. The value obtained for the HOMO energy (spin up / spin down) is -11.83 / -14.92 eV. Its expectation value of S² is 2.008. The charge is +1. The spin multiplicity is 3.

Cartesian coordinates (Å):
1 C -0.061 0.203 0.042
2 N 2.153 0.691 -0.019
3 N -1.393 -0.432 -0.012
4 S 1.363 -0.601 0.001
5 H -0.031 1.280 0.037
6 H 3.161 0.614 0.001
7 H -2.071 0.135 0.521
8 H -1.373 -1.371 0.410
9 H -1.748 -0.519 -0.981

Results of the Löwdin charge analysis, in e, for atoms 1 through 8: -0.421, -0.302, 0.163, 0.887, 0.091, 0.039, 0.185, 0.172

=====

Density functional theory data (the ωB97M-V functional and the def2-TZVPD basis) for a 2-piece molecular cluster, CH5N2S2 overall at a distorted geometry.

As for the energy relative to the best compared isomer or geometry (same formula, charge and spin): 354.8 kJ/mol. The value obtained for the HOMO energy (spin up / spin down) is -13.88 / -13.82 eV. The charge is +1. The spin multiplicity is 1.

Cartesian coordinates (Å):
1 C -0.588 0.485 -1.824
2 N -0.541 -0.736 0.810
3 N -0.139 1.449 -1.174
4 S -1.074 -2.282 -2.529
5 S -0.850 -0.484 -3.087
6 H -0.068 -0.072 1.442
7 H -0.236 -1.681 1.062
8 H -0.679 1.694 -0.360
9 H 0.835 1.641 -1.254
10 H -1.555 -0.770 1.042

Results of the Löwdin charge analysis, in e, for atoms 1 through 8: -0.470, 0.005, 0.180, 0.285, 0.573, 0.038, 0.038, 0.147

=====

Density functional theory data (the ωB97M-V functional and the def2-TZVPD basis) for CH5N3 as an isolated structure.

As for the energy relative to the best compared isomer or geometry (same formula, charge and spin): 368.7 kJ/mol. The value obtained for the HOMO energy is -8.28 eV. The charge is 0. The spin multiplicity is 1.

Cartesian coordinates (Å):
1 N 1.710 -0.042 0.195
2 N -1.666 -0.492 0.231
3 C -0.660 0.335 -0.036
4 N 0.407 -0.425 -0.190
5 H 1.736 0.914 0.540
6 H 2.326 -0.126 -0.606
7 H -2.594 -0.267 -0.120
8 H -0.575 -1.320 0.077
9 H -0.685 1.423 -0.090

Results of the Löwdin charge analysis, in e, for atoms 1 through 8: -0.003, -0.004, -0.347, -0.154, 0.063, 0.065, 0.051, 0.207

=====

Density functional theory data (the ωB97M-V functional and the def2-TZVPD basis) for one molecule with the formula CH5N3 at a distorted geometry.

As for the SMILES: N=C(N)N. As for the energy relative to the best compared isomer or geometry (same formula, charge and spin): 96.7 kJ/mol. The value obtained for the HOMO energy is -8.70 eV. The charge is 0. The spin multiplicity is 1.

Cartesian coordinates (Å):
1 N 0.827 -1.052 0.357
2 C 0.099 -0.067 0.027
3 N -0.858 0.535 0.847
4 N 0.158 0.378 -1.262
5 H 0.506 -1.326 1.340
6 H -0.629 0.474 1.951
7 H -1.730 1.079 0.483
8 H -0.257 1.305 -1.547
9 H 0.627 -0.162 -1.978

Results of the Löwdin charge analysis, in e, for atoms 1 through 8: 0.059, -0.717, 0.036, 0.084, 0.054, 0.153, 0.124, 0.114

=====

Density functional theory data (the ωB97M-V functional and the def2-TZVPD basis) for one molecule with the formula CH5N3 at a distorted geometry.

As for the SMILES: [H]/N=C\NN. As for the energy relative to the best compared isomer or geometry (same formula, charge and spin): 349.7 kJ/mol. The value obtained for the HOMO energy is -8.82 eV. The charge is 0. The spin multiplicity is 1.

Cartesian coordinates (Å):
1 H 1.405 -1.478 -0.352
2 N 1.806 -0.562 0.079
3 C 0.979 0.407 -0.088
4 N -0.412 0.618 0.079
5 N -1.269 -0.520 -0.072
6 H 1.545 1.374 -0.106
7 H -0.528 1.698 0.084
8 H -2.065 -0.577 -0.612
9 H -1.462 -0.961 0.989

Results of the Löwdin charge analysis, in e, for atoms 1 through 8: 0.065, 0.020, -0.374, -0.137, -0.016, 0.098, 0.157, 0.022